{
  "formula": "C2H13NO3",
  "method": "ωB97M-V/def2-TZVPD",
  "elements": ["C", "C", "N", "H", "H", "H", "H", "H", "H", "H", "H", "H", "O", "H", "H", "O", "H", "H", "O"],
  "xyz": [[-1.548, 0.673, 2.627], [-1.311, 0.133, 1.232], [-0.235, -0.793, 1.189], [-0.827, 1.568, 2.788], [-2.491, 0.927, 3.147], [-1.006, 0.102, 3.331], [-2.335, -0.244, 0.869], [-1.055, 1.004, 0.449], [0.416, -0.762, 1.956], [-0.699, -1.734, 1.265], [-0.280, 2.113, -1.104], [0.792, 3.079, -1.353], [-0.127, 3.049, -0.996], [2.745, -2.920, -4.715], [1.951, -3.028, -3.401], [2.363, -3.419, -4.104], [1.800, 0.687, -1.131], [0.814, -0.519, -0.663], [1.033, 0.082, -1.386]],
  "forces_ev_per_a": [[2.06, 3.04, 1.32], [-2.31, 3.02, -1.84], [-0.65, -3.39, -0.92], [-1.52, -0.59, -0.55], [0.11, -0.19, -1.20], [0.15, -1.67, 0.85], [1.86, -0.16, 0.17], [-0.73, -1.61, 1.94], [-0.03, 0.46, 0.33], [1.12, 0.97, -0.11], [-0.45, -0.73, -0.02], [-0.99, 0.45, 0.40], [1.49, 0.26, -0.48], [2.15, 3.85, -3.41], [-1.29, 2.20, 2.22], [-0.87, -6.03, 1.20], [-1.65, -1.69, -0.15], [0.10, 0.25, 0.67], [1.45, 1.56, -0.41]],
  "nbo_charge": [-0.66, -0.23, -0.86, 0.21, 0.23, 0.20, 0.20, 0.18, 0.37, 0.37, 0.48, 0.46, -0.94, 0.47, 0.48, -0.94, 0.47, 0.50, -0.99],
  "e_homo_ev": -10.0,
  "total_energy_ev": -9915.9802
}

{
  "formula": "C2H5N3OS",
  "method": "ωB97M-V/def2-TZVPD",
  "elements": ["C", "C", "N", "N", "N", "O", "S", "H", "H", "H", "H", "H"],
  "xyz": [[1.904, 1.395, 0.443], [0.743, 1.426, 1.170], [2.932, 1.392, -0.075], [0.418, -0.628, -1.571], [-0.166, 0.765, 3.599], [2.401, 1.466, 3.206], [1.081, 1.075, 2.766], [-0.294, 1.373, 0.791], [0.470, -1.673, -1.827], [0.042, -0.136, -2.312], [1.358, -0.374, -1.498], [-0.144, 0.779, 4.632]],
  "forces_ev_per_a": [[1.30, 0.32, -1.19], [-1.66, -0.78, 2.31], [0.15, -0.05, -0.35], [-0.35, -3.93, 1.34], [1.25, 0.02, -0.53], [-0.65, -0.85, 0.08], [-1.87, 1.40, 0.20], [0.98, -0.21, 0.36], [-0.44, 2.25, 0.39], [-1.00, 1.01, -1.97], [1.80, 0.70, 0.22], [0.50, 0.13, -0.86]],
  "nbo_charge": [0.22, -0.74, -0.30, -1.07, -1.02, -0.82, 1.93, 0.31, 0.36, 0.35, 0.36, 0.42],
  "e_homo_ev": -9.5,
  "total_energy_ev": -19504.3710
}

{
  "formula": "C18H15F3N4O3PtS2",
  "method": "ωB97M-V/def2-TZVPD",
  "elements": ["Pt", "O", "C", "C", "C", "C", "N", "C", "C", "C", "C", "C", "C", "O", "C", "C", "N", "H", "H", "H", "H", "H", "H", "H", "H", "H", "H", "H", "H", "F", "C", "F", "F", "C", "C", "C", "C", "N", "C", "S", "H", "H", "H", "O", "S", "N"],
  "xyz": [[0.853, 0.237, -1.539], [-5.137, 2.435, 1.390], [-4.834, 2.581, 0.018], [-3.474, 2.011, -0.264], [-2.931, 2.093, -1.540], [-1.692, 1.547, -1.766], [-0.970, 0.934, -0.812], [-1.465, 0.872, 0.434], [-2.724, 1.396, 0.717], [-0.648, 0.263, 1.526], [-1.012, 0.387, 2.861], [-0.215, -0.194, 3.839], [-0.587, -0.058, 5.294], [-1.954, -0.349, 5.540], [0.915, -0.887, 3.438], [1.205, -0.953, 2.083], [0.447, -0.392, 1.157], [-6.022, 2.770, 1.553], [-4.838, 3.636, -0.279], [-5.567, 2.058, -0.607], [-3.459, 2.574, -2.354], [-1.230, 1.593, -2.742], [-3.133, 1.329, 1.711], [-1.890, 0.934, 3.172], [-0.448, 0.975, 5.614], [0.071, -0.685, 5.903], [-2.126, -1.257, 5.272], [1.562, -1.366, 4.163], [2.080, -1.485, 1.725], [2.929, -4.527, -4.714], [2.757, -4.199, -3.415], [1.533, -4.589, -3.065], [3.636, -4.953, -2.720], [3.013, -2.736, -3.194], [4.241, -2.233, -3.596], [4.555, -0.895, -3.420], [3.607, -0.076, -2.834], [2.434, -0.563, -2.454], [2.092, -1.867, -2.605], [0.497, -2.066, -1.952], [4.957, -2.904, -4.054], [5.508, -0.493, -3.730], [3.756, 0.982, -2.662], [0.690, 2.847, 0.814], [1.459, 3.133, -0.401], [1.556, 2.140, -1.504]],
  "forces_ev_per_a": [[-0.21, 0.14, -0.09], [-0.01, -0.01, 0.00], [0.00, 0.00, 0.00], [0.01, 0.00, 0.00], [0.00, 0.00, 0.00], [-0.01, -0.05, 0.01], [-0.02, -0.07, 0.02], [0.03, 0.05, 0.02], [-0.02, -0.02, 0.00], [0.00, -0.01, 0.00], [0.00, 0.01, 0.01], [-0.02, 0.01, -0.01], [-0.01, 0.00, 0.00], [0.00, 0.01, 0.00], [0.02, 0.01, 0.00], [0.01, 0.00, 0.02], [-0.04, -0.07, -0.07], [0.00, 0.01, 0.00], [0.00, 0.00, 0.00], [0.00, 0.00, 0.00], [0.00, 0.00, 0.00], [0.00, -0.01, 0.00], [0.00, -0.02, 0.00], [0.00, 0.01, -0.01], [0.01, 0.00, 0.00], [-0.01, -0.01, 0.00], [0.00, 0.00, 0.00], [0.00, 0.00, 0.00], [0.00, 0.00, 0.00], [0.00, 0.00, 0.00], [0.01, 0.00, 0.01], [0.00, 0.00, 0.00], [0.00, 0.00, 0.00], [0.01, -0.02, -0.02], [-0.01, 0.00, 0.00], [-0.01, 0.00, -0.01], [0.01, 0.04, -0.03], [0.11, -0.05, 0.08], [-0.04, 0.02, 0.02], [0.01, 0.02, -0.01], [0.00, 0.00, 0.00], [0.00, 0.00, 0.00], [-0.01, 0.00, 0.01], [0.01, 0.03, 0.05], [0.01, 0.06, -0.12], [0.14, -0.08, 0.12]],
  "nbo_charge": [0.74, -0.71, -0.09, 0.04, -0.25, 0.07, -0.44, 0.24, -0.23, 0.18, -0.22, -0.01, -0.09, -0.71, -0.24, 0.06, -0.42, 0.48, 0.18, 0.18, 0.23, 0.23, 0.24, 0.23, 0.20, 0.17, 0.47, 0.22, 0.20, -0.33, 0.98, -0.30, -0.33, -0.23, -0.10, -0.29, 0.09, -0.46, 0.10, -0.13, 0.23, 0.23, 0.23, -0.96, 1.36, -1.06],
  "e_homo_ev": -7.8,
  "total_energy_ev": -64082.9731
}